The following is a DFT calculation (ωB97M-V with the def2-TZVPD basis set) of a cluster of 2 separate species, C20H32BIO5 in total.

```
! wB97M-V def2-TZVPD RIJCOSX def2/J DEFGRID3
* xyz -2 1
C -5.75194 -0.12988 0.67568
C -4.69343 0.93964 0.38910
C -5.01036 1.77152 -0.89135
B -4.00357 1.47481 -2.05400
I -4.81499 0.59325 -3.84269
C -2.49145 1.79487 -1.96344
C -1.49142 1.21851 -2.97123
C -0.02438 1.45925 -2.55464
C 0.70659 0.19620 -2.05583
C 1.51288 0.39010 -0.75482
C 0.82395 -0.33522 0.40187
C 1.46526 -0.20953 1.79164
C 2.25907 1.07511 2.04692
C 2.63188 1.34878 3.51575
C 1.56036 1.03882 4.54839
O 0.40971 1.82058 4.27935
C -0.38667 2.04329 5.40524
H -5.65970 -0.51320 1.69599
H -6.76287 0.27383 0.55737
H -5.64664 -0.97386 -0.01331
H -4.60107 1.60203 1.25480
H -3.72668 0.43628 0.28115
H -4.93863 2.84606 -0.66703
H -6.04254 1.57719 -1.19498
H -2.40186 2.89546 -1.94221
H -2.16135 1.48252 -0.95705
H -1.66157 0.13792 -3.04653
H -1.68923 1.62752 -3.96766
H -0.02087 2.20492 -1.74358
H 0.51859 1.92136 -3.38488
H 1.36265 -0.18831 -2.83994
H -0.00749 -0.61764 -1.89489
H 2.52122 -0.01448 -0.89752
H 1.63354 1.46254 -0.54345
H 0.81963 -1.39755 0.13150
H -0.23175 -0.01431 0.44066
H 0.68203 -0.32083 2.54758
H 2.13237 -1.07431 1.91137
H 1.73854 1.94804 1.63772
H 3.20034 0.99970 1.48898
H 2.88111 2.41260 3.62561
H 3.52540 0.77594 3.78880
H 1.28966 -0.02616 4.53428
H 1.93683 1.26674 5.55900
H -0.62500 1.10661 5.93141
H -1.32009 2.49441 5.06499
H 0.10131 2.72591 6.11794
C 2.67509 -3.41819 -3.68414
C 1.94909 -3.21744 -2.49954
C 2.72706 -3.41681 -1.15717
O 2.12852 -3.17550 -0.08494
C 4.05780 -3.85860 -1.21943
C 4.78312 -4.08394 -2.40881
C 4.03552 -3.79800 -3.75228
O 4.66534 -3.92258 -4.81599
O 5.95835 -4.48191 -2.45950
O 0.74663 -2.87718 -2.45705
H 2.17484 -3.27009 -4.63850
H 4.55127 -4.02680 -0.26472
*
```

## Properties
* molar mass: 490.2 g/mol
* calculated total energy: -40273.5668 eV
* Kohn-Sham gap: 0.1205 Eh

---

The following is a DFT calculation (ωB97M-V with the def2-TZVPD basis set) of a structure of composition C25H43AuN2O3P2.

```
! wB97M-V def2-TZVPD RIJCOSX def2/J DEFGRID3
* xyz 2 1
Au 0.18348 -0.44100 -0.21518
C 2.83000 -2.46646 1.21672
C 3.36978 -1.44465 0.21451
C 4.85913 -1.18477 0.42372
P 2.31994 0.05944 0.24181
C 3.09437 1.32534 -0.82311
C 3.13606 0.81136 -2.26482
C 2.35459 2.65561 -0.72523
C 2.45267 0.71388 1.94974
C 3.61237 1.36755 2.32081
C 3.80656 1.88042 3.61058
C 5.09436 2.54422 3.98430
C 2.78710 1.72514 4.55183
C 1.60760 1.11166 4.20545
C 1.40465 0.60799 2.90437
N 0.29546 -0.13424 2.60922
C -0.86065 -0.00970 3.21867
C -1.48225 1.24969 3.61728
C -0.94421 2.59572 3.22530
C -2.72408 1.18329 4.18529
C -3.38416 -0.04005 4.42428
C -4.69520 -0.05022 5.12405
C -2.80638 -1.24548 3.99312
C -1.60271 -1.26010 3.34646
C -0.98864 -2.53787 2.88374
H 3.37899 -3.40206 1.11331
H 1.76977 -2.67476 1.06038
H 2.96476 -2.11545 2.24243
H 3.21294 -1.83072 -0.79872
H 5.06060 -0.79606 1.42298
H 5.27781 -0.50062 -0.31418
H 5.39703 -2.12872 0.33338
H 4.12206 1.44602 -0.47135
H 2.12832 0.61619 -2.63800
H 3.72533 -0.10003 -2.36701
H 3.58963 1.56808 -2.90498
H 1.38011 2.57325 -1.20682
H 2.92494 3.42835 -1.24071
H 2.20160 2.97990 0.30519
H 4.41313 1.50631 1.60649
H 5.71506 2.74761 3.11470
H 5.66010 1.90075 4.66234
H 4.90942 3.47865 4.51441
H 2.93707 2.07553 5.56503
H 0.84716 0.93218 4.95460
H -0.02727 2.87623 3.73186
H -1.68962 3.35555 3.44993
H -0.75752 2.61207 2.14704
H -3.23447 2.10310 4.44059
H -5.25374 0.86741 4.94890
H -4.51484 -0.12016 6.20244
H -5.29698 -0.91168 4.84057
H -3.33098 -2.17568 4.17138
H -1.65904 -3.37329 3.07017
H -0.04174 -2.73242 3.38714
H -0.77379 -2.47169 1.81576
C -5.32207 -0.85993 -0.10305
O -4.20850 -0.73479 -1.01093
P -2.84718 -0.04878 -0.50111
O -2.18735 0.25829 -1.94683
C -2.85872 1.03986 -2.95410
O -1.83714 -1.37862 -0.21320
C -1.88578 -2.53693 -1.11146
H -6.20743 -1.00422 -0.71388
H -5.43428 0.04368 0.49676
H -5.18220 -1.72478 0.54440
H -2.57062 0.63232 -3.91862
H -2.54175 2.07925 -2.88427
H -3.93903 0.96939 -2.84566
H -1.54010 -3.38916 -0.53305
H -1.24404 -2.36711 -1.97149
H -2.90992 -2.69162 -1.43801
N -1.09841 3.19782 -0.45877
H -2.04284 3.56881 -0.50564
H -0.78998 3.10803 -1.42159
H -0.53185 3.94142 -0.06079
*
```

## Properties
* molar mass: 678.5 g/mol
* calculated total energy: -58002.7029 eV
* Kohn-Sham gap (spin up / spin down): 0.2105 / 0.2095 Eh

---

The following is a DFT calculation (ωB97M-V with the def2-TZVPD basis set) of a structure of composition C13H19N5O5SZr.

```
! wB97M-V def2-TZVPD RIJCOSX def2/J DEFGRID3
* xyz 0 1
Zr -0.75096 -0.78198 0.86546
C -3.04079 0.03629 2.81454
O -2.03696 0.54155 1.93454
C -0.61504 0.55047 2.47486
C -0.00901 1.84256 1.92460
H -3.69216 -0.63686 2.25560
H -3.61489 0.88562 3.18805
H -2.56674 -0.48038 3.64827
H 1.03118 1.89602 2.25661
H -0.51238 2.74447 2.28866
H 0.00505 1.94898 0.81861
C -0.95473 2.14432 -4.23727
N -1.48452 1.26466 -3.20586
C -2.73478 0.73504 -3.28903
C -3.24232 -0.07718 -2.34375
C -2.39767 -0.37032 -1.22237
O -2.72570 -1.09402 -0.24250
N -1.14593 0.15189 -1.16784
C -0.64248 0.98549 -2.11886
O 0.46832 1.48605 -2.08041
H -1.71756 2.28755 -4.99862
H -0.06578 1.70397 -4.68534
H -0.67787 3.10388 -3.80560
H -3.29936 1.01357 -4.16898
H -4.23486 -0.49148 -2.40878
C 3.57135 0.40993 -1.47808
C 3.75541 0.77384 -0.00602
C 3.00986 -0.15306 0.89945
N 1.77946 -0.49413 0.75338
N 1.32550 -1.35793 1.70074
C 2.19904 -1.65782 2.60853
N 1.90682 -2.40256 3.69656
S 3.72527 -0.89954 2.29965
H 4.11968 1.11263 -2.10502
H 2.51744 0.45885 -1.74362
H 3.95283 -0.59173 -1.68077
H 3.38573 1.78562 0.17832
H 4.80929 0.76268 0.27790
H 0.96758 -2.76622 3.74491
H 2.62836 -2.91121 4.17288
O -1.24970 -2.80734 1.54621
C -0.74815 -3.39439 0.53013
O -0.10785 -2.77732 -0.33496
H -0.88996 -4.48047 0.44523
*
```

## Properties
* molar mass: 448.6 g/mol
* calculated total energy: -43594.3293 eV
* Kohn-Sham gap: 0.2247 Eh

---

The following is a DFT calculation (ωB97M-V with the def2-TZVPD basis set) of a cluster of 4 separate species, C13H33BBr2IO10S4 in total in a non-equilibrium geometry.

```
! wB97M-V def2-TZVPD RIJCOSX def2/J DEFGRID3
* xyz 1 1
C -1.12601 -1.51032 -2.09821
B -0.03727 -2.07701 -1.00409
O 1.42504 -1.92234 -1.32751
S -0.49782 -2.94826 0.63452
I 0.48230 -5.15921 0.50090
C 0.25509 -1.89352 1.98709
Br -1.30687 -1.21228 3.10269
C 1.26026 -2.68643 3.01122
C 2.76239 -2.98480 2.41140
Br 1.55627 -1.45872 4.61368
H -1.95196 -0.79487 -1.64286
H -1.70544 -2.38399 -2.62587
H -0.53097 -0.87381 -2.89938
H 1.68850 -1.08455 -0.84252
H 0.71584 -0.94220 1.48289
H 0.77504 -3.66763 3.48523
H 2.74282 -2.76245 1.24632
H 3.63418 -2.44122 2.97624
H 2.97001 -4.15212 2.51238
O 1.21516 1.65446 -3.54565
S 2.63487 1.45921 -3.32959
O 3.17764 1.20346 -2.01004
O 3.45267 2.70301 -3.99520
C 3.13697 4.02651 -3.57391
C 3.66319 4.30221 -2.17621
C 3.20601 0.18088 -4.41315
H 2.05967 4.20476 -3.63476
H 3.61968 4.71140 -4.27756
H 3.16549 3.67258 -1.43413
H 3.49268 5.34511 -1.89491
H 4.73404 4.08620 -2.11845
H 2.83631 0.37404 -5.42155
H 2.81179 -0.76970 -4.04629
H 4.29718 0.15949 -4.39354
O 0.17501 7.82619 -3.13221
S 0.62497 7.98206 -1.76340
O 1.67621 7.15354 -1.20691
O -0.66453 7.92338 -0.76711
C -1.50420 6.77363 -0.80990
C -0.83132 5.57329 -0.16733
C 1.06502 9.67615 -1.49727
H -1.80830 6.55527 -1.83746
H -2.41082 7.01680 -0.24767
H 0.05242 5.26512 -0.73201
H -1.51392 4.71991 -0.12698
H -0.49976 5.81494 0.84677
H 0.26876 10.31749 -1.87872
H 1.99325 9.87002 -2.03986
H 1.22143 9.83923 -0.42936
O -3.57853 -6.77194 1.28910
S -3.12857 -6.61607 2.65791
O -2.07734 -7.44459 3.21440
O -4.41807 -6.67475 3.65420
C -5.25774 -7.82450 3.61141
C -4.58487 -9.02484 4.25398
C -2.68852 -4.92198 2.92404
H -5.56184 -8.04285 2.58385
H -6.16437 -7.58133 4.17364
H -3.70113 -9.33301 3.68930
H -5.26746 -9.87822 4.29433
H -4.25330 -8.78319 5.26808
H -3.48479 -4.28064 2.54259
H -1.76030 -4.72811 2.38145
H -2.53211 -4.75890 3.99195
*
```

## Properties
* molar mass: 775.2 g/mol
* calculated total energy: -226684.4248 eV
* Kohn-Sham gap: 0.2330 Eh

---

The following is a DFT calculation (ωB97M-V with the def2-TZVPD basis set) of a cluster of 2 separate species, C5H15NO3P in total in a non-equilibrium geometry.

```
! wB97M-V def2-TZVPD RIJCOSX def2/J DEFGRID3
* xyz 1 1
C 3.63651 -1.45546 -0.00414
C -2.76849 0.60832 -1.25897
C -2.39679 -1.11884 0.47599
C -1.80123 1.15610 1.02311
C 3.58895 -0.08864 0.68671
N -1.95101 0.20641 -0.08712
O 0.75313 1.69609 -1.39020
O 2.57512 0.83569 0.19448
O -0.65287 -0.06563 -0.53282
P 2.15625 1.09005 -1.36354
H 2.76504 -2.03342 0.04788
H 3.91137 -1.36581 -1.04574
H 4.26116 -1.92859 0.71303
H -3.23065 -0.24996 -1.77706
H -3.60765 1.21857 -0.95710
H -2.14875 1.06095 -2.03086
H -1.54552 -1.72142 0.72922
H -3.07063 -0.96770 1.23317
H -3.11372 -1.67383 -0.04947
H -2.72305 1.13511 1.50369
H -1.12851 0.64551 1.74197
H -1.44670 2.07939 0.65774
H 4.69031 0.35391 0.57601
H 3.44830 -0.24026 1.80265
H -0.20056 0.82348 -0.88862
*
```

## Properties
* molar mass: 168.2 g/mol
* calculated total energy: -22341.0272 eV
* Kohn-Sham gap: 0.3672 Eh

---

The following is a DFT calculation (ωB97M-V with the def2-TZVPD basis set) of a cluster of 11 separate species, C29H57Cl20F4NO4S in total in a non-equilibrium geometry.

```
! wB97M-V def2-TZVPD RIJCOSX def2/J DEFGRID3
* xyz 0 1
C -0.40818 4.06271 -2.67968
C -1.22624 2.78976 -3.22976
O -1.96798 2.13150 -2.16050
C -1.24552 0.92531 -1.84372
C -1.81215 0.12562 -0.59828
C -1.55721 0.81919 0.81489
C -0.05724 1.29262 1.06590
C 0.93750 0.14228 1.54815
N 2.19294 0.00891 0.74644
C 1.99061 -0.68486 -0.54385
O 1.87476 -2.11627 -0.19730
C 1.54166 -2.86577 -1.31835
F 1.66151 -4.21833 -0.93512
F 0.20965 -2.71361 -1.71663
F 2.43959 -2.70844 -2.38714
S 3.05080 1.47550 0.58414
O 2.87217 2.30777 1.82222
O 4.52599 1.22574 0.39169
F 2.56998 2.41120 -0.70491
H -1.07358 4.98765 -2.64869
H 0.45468 4.28101 -3.39362
H 0.07921 3.85855 -1.66394
H -0.44071 2.08827 -3.68906
H -1.89832 3.13557 -4.07943
H -1.34882 0.23568 -2.75909
H -0.14168 1.19367 -1.77287
H -2.95199 0.08296 -0.73338
H -1.48473 -0.97517 -0.60750
H -2.30508 1.67314 0.94286
H -1.83074 0.03438 1.61199
H -0.10185 2.05683 1.92024
H 0.28525 1.87272 0.15386
H 0.38659 -0.85457 1.47529
H 1.22138 0.27201 2.64691
H 1.03131 -0.41264 -1.08658
H 2.92588 -0.60303 -1.18928
Cl -4.04458 -3.28580 0.57326
C -3.17700 -3.75944 2.05687
C -3.44256 -2.80669 3.20266
Cl -2.70799 -1.20401 2.92513
H -2.11201 -3.81832 1.82223
H -3.52409 -4.76245 2.32074
H -3.00582 -3.19973 4.12202
H -4.50543 -2.66595 3.36569
Cl -4.56555 -8.31506 1.70460
C -3.69905 -8.78929 3.18872
C -3.96860 -7.83950 4.33584
Cl -3.23637 -6.23740 4.06322
H -2.63255 -8.84341 2.95552
H -4.04371 -9.79170 3.44979
H -3.53198 -8.23389 5.25503
H -5.03771 -7.69956 4.50054
Cl 3.10141 3.77241 -3.96471
C 4.64046 4.10838 -3.13167
C 4.68759 5.50994 -2.56057
Cl 4.76461 6.75268 -3.83521
H 5.45254 3.93534 -3.83896
H 4.72957 3.37753 -2.32554
H 5.58271 5.62997 -1.94758
H 3.81748 5.71852 -1.93696
Cl 8.68567 3.17160 3.59189
C 7.08944 3.04542 2.80869
C 7.17181 3.23838 1.30984
Cl 7.58562 4.91589 0.86993
H 6.42655 3.77747 3.27157
H 6.70508 2.04892 3.03189
H 6.20395 3.02205 0.85510
H 7.91394 2.57826 0.85949
Cl -3.40857 5.67053 -3.59188
C -2.53442 6.46728 -4.92439
C -2.95367 5.94157 -6.28195
Cl -2.42290 4.26190 -6.54861
H -1.46475 6.33331 -4.75449
H -2.75886 7.53316 -4.85600
H -2.49773 6.54478 -7.06900
H -4.03617 5.97777 -6.40917
Cl 6.67432 8.48469 3.28362
C 8.31805 7.98000 2.81745
C 9.30315 8.11527 3.95914
Cl 9.62437 9.81883 4.37290
H 8.62139 8.57247 1.95325
H 8.25217 6.93578 2.50841
H 10.26004 7.67318 3.67640
H 8.94725 7.61050 4.85790
Cl -8.59319 -4.20837 -3.00534
C -6.93213 -4.68767 -3.43438
C -5.97590 -4.54109 -2.26935
Cl -5.68999 -2.83558 -1.84461
H -6.61728 -4.08844 -4.28958
H -6.97541 -5.73224 -3.74779
H -5.00579 -4.96816 -2.53015
H -6.34479 -5.05341 -1.37979
Cl 1.17621 -5.63917 3.22917
C 0.87679 -6.47204 1.68318
C -0.45006 -7.20090 1.67569
Cl -0.45358 -8.60604 2.77328
H 1.70947 -7.15168 1.49769
H 0.88213 -5.70690 0.90536
H -0.65792 -7.58258 0.67452
H -1.27100 -6.54364 1.96638
Cl -1.21819 -0.29764 -5.50657
C 0.43937 -0.79133 -5.93115
C 1.38737 -0.69210 -4.75352
Cl 1.69772 0.99834 -4.27858
H 0.77216 -0.17396 -6.76654
H 0.38278 -1.82610 -6.27362
H 2.35263 -1.12757 -5.01811
H 1.00242 -1.22296 -3.88213
Cl -5.71185 -2.25571 8.29978
C -6.40669 -1.67068 6.76774
C -6.82077 -2.80775 5.85745
Cl -5.41747 -3.70521 5.22238
H -5.67269 -1.02066 6.28952
H -7.27884 -1.06754 7.02568
H -7.36059 -2.41396 4.99432
H -7.47144 -3.51669 6.37054
*
```

## Properties
* molar mass: 1300.9 g/mol
* calculated total energy: -312830.3558 eV
* Kohn-Sham gap: 0.3326 Eh

---

What is the calculated total energy in the fifth record? -22341.0272 eV